No. 1
8
Properties=species:S:1:pos:R:3:nbo_charge:R:1 method="wB97M-V/def2-TZVPD" relative_energy_kcal_mol=5.95 fmax_ev_per_a=5.9 spin_multiplicity=1
C -0.893 -0.281 0.042 -0.75
P 0.618 0.661 -0.275 0.95
S 0.237 2.375 -1.090 -0.40
Br -0.572 -2.312 0.471 -0.04
Br 1.623 0.685 1.775 -0.16
Br 1.908 -0.694 -1.416 -0.11
H -1.253 -0.106 1.086 0.28
H -1.668 -0.329 -0.594 0.24

---

No. 2
50
Properties=species:S:1:pos:R:3:nbo_charge:R:1 method="wB97M-V/def2-TZVPD" relative_energy_kcal_mol=93.76 fmax_ev_per_a=3.4 spin_multiplicity=1
C 6.720 -3.348 -1.094 -0.26
O 6.289 -1.966 -1.130 -0.49
C 4.963 -1.676 -1.023 0.36
C 4.627 -0.296 -1.030 -0.29
C 3.317 0.085 -0.816 -0.05
C 2.276 -0.845 -0.545 -0.20
C 0.954 -0.298 -0.305 0.06
C -0.239 -1.045 -0.697 -0.05
C -1.458 -0.316 -0.630 -0.15
C -2.696 -0.893 -0.777 -0.23
C -2.816 -2.263 -1.042 0.02
C -4.172 -2.908 -1.036 -0.64
C -1.650 -2.995 -1.263 -0.22
C -0.383 -2.403 -1.199 -0.18
C 2.638 -2.233 -0.558 -0.13
C 3.954 -2.641 -0.816 -0.33
H 7.803 -3.275 -1.153 0.21
H 6.415 -3.834 -0.156 0.18
H 6.327 -3.914 -1.951 0.18
H 5.436 0.413 -1.145 0.24
H 3.066 1.149 -0.803 0.22
H 0.874 0.790 -0.539 0.26
H -1.377 0.753 -0.370 0.23
H -3.618 -0.324 -0.601 0.22
H -4.085 -3.998 -1.049 0.22
H -4.787 -2.620 -0.171 0.23
H -4.732 -2.597 -1.926 0.23
H -1.773 -4.068 -1.431 0.21
H 0.454 -3.016 -1.503 0.22
H 1.938 -3.008 -0.305 0.22
H 4.224 -3.696 -0.777 0.22
C -5.052 3.763 0.873 -0.65
C -3.607 3.526 1.208 0.08
C -2.645 3.621 0.198 -0.25
C -1.307 3.374 0.458 -0.20
C -0.925 2.935 1.720 -0.32
S 0.779 2.419 1.910 2.32
N 0.824 0.912 1.299 -1.11
O 1.626 3.336 1.176 -0.95
O 0.927 2.328 3.333 -0.96
C -1.850 2.912 2.776 -0.19
C -3.188 3.189 2.505 -0.23
H -5.668 3.645 1.769 0.21
H -5.225 4.765 0.456 0.22
H -5.408 3.056 0.110 0.22
H -2.920 3.880 -0.829 0.21
H -0.546 3.498 -0.307 0.23
H 1.137 0.331 2.082 0.40
H -1.518 2.674 3.783 0.25
H -3.922 3.122 3.320 0.21

---

No. 3
100
Properties=species:S:1:pos:R:3:lowdin_charge:R:1 method="wB97M-V/def2-TZVPD" relative_energy_kcal_mol=0.00 fmax_ev_per_a=4.0 total_charge=+1 spin_multiplicity=1
C -2.784 -0.908 0.910 -0.37
C -1.372 -2.738 0.336 -0.39
C -3.884 -1.768 0.999 -0.08
C -2.532 -3.525 0.121 -0.06
C -3.767 -3.060 0.501 -0.07
H -4.815 -1.364 1.350 0.10
H -2.395 -4.524 -0.275 0.11
H -4.638 -3.692 0.402 0.11
N -1.568 -1.384 0.594 -0.02
P -1.866 1.822 0.464 1.05
P 1.353 -2.306 0.772 1.02
C -2.963 0.585 1.311 -0.30
H -4.027 0.841 1.146 0.09
H -2.793 0.629 2.402 0.08
C -0.056 -3.316 0.354 -0.34
H 0.051 -4.287 -0.135 0.06
C 2.941 -2.083 -0.501 -0.66
C 1.661 -3.397 2.366 -0.67
C -2.860 2.139 -1.170 -0.67
C -2.032 3.285 1.675 -0.69
C 3.113 -0.661 -1.073 -0.14
H 3.224 0.094 -0.285 0.04
H 4.033 -0.638 -1.685 0.10
H 2.291 -0.331 -1.721 0.02
C 4.243 -2.392 0.223 -0.12
H 4.427 -1.666 1.023 0.07
H 4.274 -3.406 0.630 0.06
H 5.077 -2.307 -0.492 0.09
C 2.716 -3.041 -1.657 -0.11
H 3.640 -3.147 -2.252 0.10
H 2.367 -4.036 -1.350 0.08
H 1.964 -2.591 -2.309 0.03
C 2.754 -2.788 3.257 -0.11
H 2.433 -1.838 3.706 0.06
H 2.955 -3.495 4.085 0.09
H 3.702 -2.631 2.721 0.05
C 0.377 -3.475 3.222 -0.09
H -0.106 -2.494 3.330 0.05
H -0.361 -4.194 2.825 0.09
H 0.668 -3.826 4.232 0.09
C 2.094 -4.792 1.880 -0.09
H 1.414 -5.226 1.126 0.07
H 3.105 -4.750 1.453 0.06
H 2.118 -5.509 2.733 0.10
C -1.477 4.550 1.004 -0.09
H -1.454 5.353 1.757 0.10
H -0.446 4.400 0.648 0.06
H -2.096 4.903 0.165 0.07
C -1.177 2.963 2.914 -0.11
H -1.489 2.032 3.406 0.06
H -0.107 2.914 2.676 0.06
H -1.324 3.776 3.643 0.10
C -3.474 3.508 2.163 -0.08
H -3.862 2.638 2.715 0.08
H -3.459 4.359 2.862 0.10
H -4.176 3.761 1.358 0.06
C -3.274 0.775 -1.755 -0.10
H -4.127 0.342 -1.212 0.09
H -3.575 0.918 -2.805 0.09
H -2.433 0.069 -1.743 0.05
C -1.862 2.819 -2.120 -0.13
H -0.969 2.194 -2.268 0.02
H -2.345 2.956 -3.101 0.09
H -1.552 3.816 -1.773 0.07
C -4.125 3.002 -1.018 -0.09
H -4.850 2.576 -0.306 0.08
H -3.920 4.051 -0.752 0.07
H -4.630 3.023 -1.998 0.10
Cd 0.270 0.151 0.354 1.17
C 0.409 -0.020 2.814 -0.11
O 0.417 0.009 3.956 0.10
N 0.168 0.136 -2.539 0.14
C -0.132 -0.298 -3.598 -0.05
C -0.565 -1.536 -4.399 -0.61
C -0.253 -2.802 -3.606 -0.05
C -2.046 -1.478 -4.606 -0.06
C 0.154 -1.664 -5.718 -0.06
H 0.832 -2.911 -3.523 0.06
H -0.686 -2.755 -2.598 0.08
H -0.630 -3.694 -4.110 0.11
H -2.341 -0.528 -5.075 0.10
H -2.365 -2.317 -5.238 0.10
H -2.549 -1.576 -3.637 0.08
H -0.266 -2.498 -6.312 0.11
H 0.049 -0.736 -6.285 0.09
H 1.234 -1.861 -5.537 0.10
C 4.596 5.253 1.762 -0.03
C 3.630 4.163 1.383 -0.25
C 3.598 2.981 2.122 -0.01
C 2.721 1.964 1.769 -0.16
N 1.868 2.061 0.723 -0.04
C 1.865 3.228 0.029 -0.14
C 2.735 4.277 0.316 -0.01
H 4.405 5.598 2.786 0.09
H 5.632 4.890 1.736 0.10
H 4.514 6.111 1.086 0.08
H 4.251 2.839 2.982 0.13
H 2.686 1.032 2.347 0.09
H 1.137 3.298 -0.791 0.10
H 2.691 5.181 -0.297 0.12

---

no.,frontier orbital gap (eV),E_tot (a.u.)
1,8.95,-8500.9298
2,7.40,-1530.6602
3,6.24,-2458.1511